C24H80N6O16 | the ωB97M-V functional and the def2-TZVPD basis

Properties
Relative energy (zero: lowest compared OMol25 entry of this formula, charge and spin) in eV: 1.158

```
! RIJCOSX wB97M-V def2-TZVPD def2/J DEFGRID3
* xyz 0 1
C -0.893 -1.413 5.750
C -0.669 -1.943 4.335
O -1.921 -1.628 3.700
H 0.042 -1.420 6.274
H -1.718 -1.972 6.314
H -1.122 -0.362 5.797
H -0.369 -2.979 4.337
H 0.123 -1.441 3.762
H -2.299 -2.532 3.526
C -1.995 1.287 -3.171
C -3.062 0.745 -2.216
O -3.163 -0.668 -2.391
H -1.900 2.354 -3.113
H -2.181 0.989 -4.193
H -1.001 0.904 -2.965
H -4.079 1.195 -2.426
H -2.898 0.965 -1.185
H -3.761 -1.044 -1.726
C 0.010 3.995 -1.683
C 0.500 3.506 -3.045
O 1.742 4.097 -3.339
H -0.176 5.061 -1.683
H 0.729 3.802 -0.925
H -0.910 3.624 -1.393
H -0.202 3.851 -3.790
H 0.541 2.428 -2.930
H 1.732 4.994 -3.019
C 0.804 -5.146 -1.369
C 0.334 -3.686 -1.272
O -1.078 -3.811 -1.107
H 0.605 -5.584 -2.322
H 0.449 -5.869 -0.646
H 1.884 -5.216 -1.297
H 0.613 -2.990 -2.058
H 0.807 -3.248 -0.398
H -1.498 -2.953 -1.015
C 3.320 -2.262 -1.058
C 3.394 -2.913 -2.421
O 3.970 -1.978 -3.311
H 2.977 -2.850 -0.207
H 2.607 -1.481 -1.044
H 4.305 -1.911 -0.709
H 2.503 -3.279 -2.822
H 4.054 -3.789 -2.261
H 4.807 -1.703 -3.005
C -0.398 1.170 0.006
C -0.225 -0.265 -0.257
O -0.025 -0.916 0.964
H -0.620 1.611 -0.932
H 0.399 1.802 0.507
H -1.272 1.281 0.574
H 0.556 -0.450 -0.933
H -1.122 -0.679 -0.685
H -0.552 -1.664 0.953
C 3.397 1.184 -1.375
C 3.822 2.617 -1.155
O 5.041 2.877 -1.808
H 2.442 1.090 -0.853
H 4.069 0.456 -0.916
H 3.229 0.956 -2.466
H 3.963 2.825 -0.066
H 2.945 3.286 -1.474
H 5.291 3.704 -1.378
C -4.606 2.801 1.421
C -4.959 2.660 2.902
O -5.401 1.397 3.194
H -5.397 2.664 0.664
H -3.785 2.151 1.074
H -4.276 3.798 1.244
H -5.721 3.359 3.160
H -4.039 2.833 3.454
H -4.869 1.043 3.919
C -3.763 -1.068 0.887
O -2.739 -1.910 0.598
N -4.842 -0.953 0.217
N -3.779 -0.425 1.980
H -5.121 -1.555 -0.567
H -5.596 -0.290 0.466
H -3.010 -0.749 2.608
H -4.366 0.379 2.281
C 0.779 -3.896 1.930
O -0.526 -3.605 1.650
N 1.666 -3.022 2.171
N 1.198 -5.113 1.894
H 1.417 -2.044 1.988
H 2.513 -3.203 2.659
H 2.167 -5.299 1.605
H 0.503 -5.876 1.717
C -1.298 -3.002 -4.119
O -0.280 -3.862 -4.478
N -1.147 -1.777 -3.779
N -2.537 -3.327 -4.238
H -0.141 -1.401 -3.734
H -1.872 -1.225 -3.311
H -2.780 -4.362 -4.425
H -3.224 -2.641 -4.099
C -1.469 3.824 2.364
O -0.956 4.209 1.116
H -2.335 4.472 2.626
H -0.765 4.008 3.108
H -1.850 2.813 2.515
H -0.566 5.140 1.178
C 2.248 4.125 1.747
O 3.354 3.450 2.291
H 1.467 3.372 1.588
H 2.406 4.498 0.746
H 1.797 4.869 2.421
H 4.108 3.975 2.004
C 3.236 -0.256 1.702
O 4.579 -0.845 1.635
H 3.375 0.802 1.685
H 2.695 -0.628 2.574
H 2.661 -0.515 0.901
H 4.551 -1.790 1.456
C 1.523 -0.042 -4.474
O 1.357 -0.869 -3.345
H 1.127 -0.621 -5.315
H 2.578 0.091 -4.723
H 1.068 0.988 -4.406
H 2.227 -1.197 -3.065
C 1.028 1.334 3.486
O -0.277 0.982 3.214
H 1.519 0.587 4.012
H 1.007 2.210 4.053
H 1.563 1.498 2.551
H -0.326 0.421 2.439
*
```